1.
Molecular formula: C26H26BaN8O4S2Te
Method: DFT, ωB97M-V/def2-TZVPD

Geometry as XYZ:
```
68
Properties=species:S:1:pos:R:3
Ba -1.52 0.89 -0.82
Te -3.52 -2.04 -0.98
S -0.90 0.97 4.30
S 3.28 -7.88 0.38
O 0.81 1.68 -0.18
O 3.54 -7.04 1.53
O 4.09 -7.57 -0.79
O 3.17 -9.29 0.68
N 1.45 -6.07 -0.38
N -0.13 -1.48 -1.67
N -0.74 -0.93 2.43
N -0.88 3.57 -0.79
N 0.45 3.89 -0.78
N -3.48 2.87 -0.85
N 0.68 -8.30 -0.29
N 0.98 0.55 2.47
C -0.79 -6.55 -0.97
C -1.01 -2.37 -2.21
C -5.49 4.76 -0.72
C -3.16 4.18 -0.77
C 1.61 -7.37 -0.15
C 0.87 -3.25 -0.39
C -1.73 4.54 -0.73
C 4.60 4.55 -0.65
C 3.22 4.36 -0.62
C 3.55 1.99 -0.49
C 0.73 -1.93 -0.74
C -4.76 2.51 -0.87
C 0.26 -5.66 -0.81
C -1.97 -1.59 2.83
C -0.20 0.15 3.01
C 0.09 -4.21 -1.08
C -5.81 3.42 -0.81
C -0.52 -7.88 -0.69
C -4.16 5.15 -0.70
C 4.92 2.17 -0.53
C 1.21 2.84 -0.50
C -1.34 5.98 -0.61
C 5.45 3.45 -0.60
C 2.69 3.08 -0.54
C -0.80 -3.76 -2.01
C 1.62 1.80 2.83
H 5.01 5.55 -0.70
H 1.06 2.67 2.46
H 1.12 0.31 1.50
H 1.68 1.88 3.91
H -2.56 -1.83 1.94
H -1.45 -2.04 -3.14
H -2.53 -0.91 3.48
H -6.83 3.07 -0.82
H 2.54 5.20 -0.66
H 5.58 1.31 -0.49
H -6.27 5.51 -0.66
H 6.52 3.60 -0.62
H -1.29 -8.63 -0.79
H -1.73 6.57 -1.45
H 1.61 -3.57 0.33
H -3.89 6.19 -0.62
H 3.12 0.99 -0.44
H -1.41 -4.45 -2.59
H -1.76 -2.51 3.38
H -1.78 -6.22 -1.26
H -0.25 6.05 -0.61
H 2.62 1.81 2.40
H -1.73 6.42 0.31
H -0.20 -1.41 1.72
H -4.95 1.44 -0.94
H 1.39 -1.18 -0.31
```

Properties
- Orbital gap: 3.534 eV
- M: 843.6 g/mol
- HOMO: -0.70 eV
- E_tot: -2835.4285 Eh
- Relative energy (zero: lowest compared OMol25 entry of this formula, charge and spin): 24.3 kcal per mole
- Charge: -2
- 2S+1: 1

Results of the Mulliken charge analysis, in e, for atoms 1 through 8: Ba 1.46; Te -1.02; S -0.48; S 1.19; O -0.63; O -0.69; O -0.70; O -0.70

---

2.
Molecular formula: C26H26Cl3F6N3O5S2Zn
Method: DFT, ωB97M-V/def2-TZVPD

Geometry as XYZ:
```
72
Properties=species:S:1:pos:R:3
Zn -1.81 -0.01 -0.13
Cl -2.17 2.15 1.59
Cl -5.02 -2.31 2.62
Cl -5.23 1.87 6.02
S -3.74 -1.90 -1.78
S -4.51 0.79 -1.33
F -6.39 1.35 -3.06
F -4.39 1.32 -3.89
F -5.01 2.97 -2.64
F -3.12 -1.18 -4.23
F -2.87 -3.29 -3.80
F -4.85 -2.47 -4.09
O -5.34 1.23 -0.26
O -4.27 -3.08 -1.21
O -2.35 -1.55 -1.49
O -3.19 -0.60 1.11
O -3.10 1.19 -1.30
N -0.15 -0.48 1.16
N -4.73 -0.70 -1.75
N -0.15 0.49 -1.30
C -3.64 -2.23 -3.59
C 0.86 -0.87 3.27
C 3.10 0.57 4.77
C 1.04 0.20 -0.79
C -3.28 1.26 2.60
C -3.75 1.86 3.75
C -0.26 0.78 -2.59
C 3.33 -0.51 3.71
C 2.11 0.51 -2.92
C -4.53 -0.71 3.05
C 2.19 0.19 -1.57
C 3.47 -1.88 4.38
C 1.05 -0.16 0.66
C -3.64 -0.04 2.18
C -4.63 1.15 4.56
C 4.62 0.31 -3.07
C -5.02 -0.14 4.21
C 3.32 0.48 -3.85
C -5.12 1.66 -2.83
C -0.24 -0.84 2.44
C 2.19 -0.16 1.44
C 0.84 0.81 -3.43
C 2.12 -0.52 2.78
C 3.15 -0.71 -4.81
C 3.39 1.78 -4.65
C 4.62 -0.20 2.96
H 4.61 0.80 2.52
H 0.70 1.06 -4.47
H 3.42 2.65 -3.99
H 4.35 -1.88 5.02
H 3.58 -2.68 3.64
H 3.96 0.61 5.45
H 4.68 -0.65 -2.56
H 4.76 1.11 -2.34
H 3.13 -0.07 -1.12
H -1.23 -1.10 2.79
H 2.98 1.55 4.32
H 0.72 -1.17 4.30
H 3.13 0.14 1.00
H 5.46 0.35 -3.77
H 5.46 -0.24 3.65
H 2.54 1.90 -5.33
H -3.44 2.86 4.02
H 4.82 -0.93 2.17
H -1.25 1.00 -2.95
H 4.29 1.79 -5.26
H 3.10 -1.65 -4.26
H 2.24 -0.61 -5.41
H 2.21 0.36 5.37
H 4.00 -0.75 -5.49
H -5.70 -0.69 4.84
H 2.61 -2.12 5.01
```

Properties
- Orbital gap: 6.722 eV
- M: 810.4 g/mol
- HOMO: -7.64 eV
- E_tot: -6102.4329 Eh
- Relative energy (zero: lowest compared OMol25 entry of this formula, charge and spin): 0.9 kcal per mole
- Charge: 0
- 2S+1: 1

Results of the Mulliken charge analysis, in e, for atoms 1 through 8: Zn 0.61; Cl -0.23; Cl -0.21; Cl -0.24; S 0.99; S 1.04; F -0.20; F -0.19

---

3.
Molecular formula: C26H26CrN2OPS
Method: DFT, ωB97M-V/def2-TZVPD

Geometry as XYZ:
```
58
Properties=species:S:1:pos:R:3
Cr 0.64 -0.15 -0.67
S 2.96 -0.62 -1.35
P 1.13 -0.57 2.48
O -0.33 0.31 -2.53
N 2.36 0.03 -3.86
N -2.61 0.51 -2.62
C -2.90 -0.61 -1.74
C -0.85 -0.18 6.63
C 1.32 1.92 1.21
C -1.29 2.05 0.28
C 0.14 -1.89 0.26
C 4.39 0.94 -3.11
C -0.39 -3.00 -0.39
C 0.22 -1.93 1.66
C 0.46 0.84 1.48
C -0.23 -3.04 2.38
C 2.52 0.57 -5.09
C -0.42 3.09 0.03
C 3.24 0.17 -2.83
C 0.50 -0.45 6.49
C -3.76 1.19 -3.20
C 1.07 -0.54 5.22
C -0.77 -4.12 1.70
C -1.37 0.86 -2.94
C -1.64 -0.01 5.50
C 0.28 -0.37 4.08
C 4.57 1.49 -4.35
C -0.84 -4.11 0.32
C -1.08 -0.10 4.24
C -0.85 0.91 0.97
C 0.89 3.02 0.49
C 3.62 1.31 -5.37
H 2.12 -0.74 5.11
H -3.53 -0.28 -0.92
H -1.12 -4.98 2.26
H 5.11 1.07 -2.32
H 5.46 2.07 -4.55
H 1.73 0.36 -5.79
H 1.12 -0.59 7.36
H 1.58 3.83 0.29
H -3.44 -1.39 -2.30
H -0.46 -3.02 -1.48
H 1.52 -0.50 -3.65
H -1.31 1.72 -3.61
H -1.71 0.02 3.37
H -0.76 3.97 -0.51
H -1.98 -1.04 -1.35
H -3.43 2.08 -3.73
H -2.70 0.20 5.60
H -1.54 0.09 1.16
H 3.75 1.73 -6.36
H -1.29 -0.11 7.61
H -4.44 1.49 -2.40
H -4.28 0.53 -3.89
H 2.34 1.87 1.57
H -0.16 -3.06 3.46
H -2.32 2.10 -0.06
H -1.25 -4.96 -0.21
```

Properties
- Orbital gap (spin up / spin down): 7.276 / 7.530 eV
- M: 497.5 g/mol
- HOMO (spin up / spin down): -10.17 / -10.40 eV
- E_tot: -2974.9291 Eh
- Relative energy (zero: lowest compared OMol25 entry of this formula, charge and spin): 18.3 kcal per mole
- Charge: +1
- <S²>: 6.06
- 2S+1: 5

Results of the Mulliken charge analysis, in e, for atoms 1 through 8: Cr 0.39; S -0.55; P -0.22; O -0.55; N 0.04; N 0.23; C -0.74; C -0.43

---

> Look up the E_tot of the third one.

-2974.9291 Eh